Density functional theory data (wB97M-V/def2-TZVPD) for a structure of composition C20H46CaCr2F15O28S5.

Values from the calculation:
Frontier orbital gap (alpha / beta) ... 2.398 / 8.076 eV
Calculated total energy ... -249035.4707 eV
Max |F| ... 4.08 eV/A
2S+1 ... 10
Net charge ... 0

XYZ file:
```
117
Properties=species:S:1:pos:R:3:mulliken_spin:R:1
Ca -0.2824 -2.8340 2.0266 0.00
Cr 3.4036 -0.9185 -1.9544 3.90
Cr 1.3357 3.1500 0.4680 4.67
C 4.0061 -4.5092 1.1115 0.01
F 4.2692 -3.7664 2.2298 0.00
F 5.1308 -4.6123 0.3703 0.00
F 3.6385 -5.6986 1.5819 0.00
S 2.6425 -3.7019 -0.0249 0.03
O 3.1486 -2.4264 -0.5546 0.07
O 2.2459 -4.7498 -1.0131 0.00
O 1.4735 -3.4241 0.7992 0.00
C -1.3810 0.2185 -1.2962 0.05
F -2.0890 1.0480 -0.4628 0.03
F -2.0500 -1.0035 -1.3577 0.00
F -1.1950 0.6670 -2.5451 0.00
S 0.3575 -0.0567 -0.4561 0.13
O 0.6092 1.1825 0.2006 -0.10
O 0.1652 -1.1753 0.5019 0.02
O 1.4854 -0.3525 -1.3857 -0.01
C 5.4266 0.6989 1.9791 0.02
F 6.0686 1.6543 2.6033 0.00
F 6.4143 -0.0980 1.4612 0.00
F 4.7376 0.0551 2.8301 0.00
S 4.3618 1.4726 0.4464 -0.03
O 3.1069 2.0333 0.9202 0.03
O 5.2361 2.4205 -0.2348 0.00
O 4.1054 0.3675 -0.4470 -0.06
C 1.9037 3.4529 -4.2086 0.01
F 1.9224 4.7755 -3.9210 0.00
F 0.6382 3.0655 -4.3062 0.00
F 2.5541 3.2652 -5.3415 0.00
S 2.9138 2.5652 -2.7160 0.04
O 2.9945 1.1123 -3.0562 0.00
O 4.2185 3.2421 -2.6327 0.00
O 2.0644 2.8042 -1.5698 -0.17
C 2.2633 2.2777 4.8570 0.01
F 2.4514 3.3979 5.5330 0.00
F 3.3009 1.9228 4.1309 0.00
F 1.9621 1.3951 5.7979 0.00
S 0.6159 2.4498 3.8561 0.01
O -0.3297 3.3494 4.5958 0.01
O 1.0124 2.8948 2.4868 -0.01
O 0.0878 1.0870 3.7974 0.01
C -3.2961 3.8262 1.6419 0.01
O -4.3107 2.9595 2.0501 0.00
H -3.0587 4.5911 2.3812 0.00
H -2.3724 3.2640 1.5045 0.02
H -3.5595 4.3165 0.7047 0.00
H -4.0494 2.6019 2.9019 0.00
C -3.4518 -0.6732 2.8011 0.00
C -4.6330 -0.7993 1.9134 0.00
O -4.8066 -2.1005 1.3022 0.00
O -2.1750 -0.4769 2.2050 0.01
H -3.3596 -1.5553 3.4348 0.00
H -3.5852 0.1822 3.4633 0.00
H -4.5002 -0.1865 1.0218 0.00
H -5.5909 -0.5202 2.3526 0.00
H -5.6737 -2.0262 0.8969 0.00
H -2.0451 0.4434 2.4454 0.00
C -0.1945 5.0698 -1.1397 0.05
C -0.3542 5.7414 0.1949 -0.04
O 0.1964 4.9265 1.2319 0.13
O -0.4020 3.7120 -0.9694 0.08
H 0.7928 5.3060 -1.5364 0.01
H -0.8952 5.5504 -1.8224 0.02
H -1.3926 5.9327 0.4653 0.00
H -0.0111 6.7760 0.1894 0.00
H -0.0720 5.3925 2.0271 0.01
H -1.3290 3.4902 -1.0841 0.02
C 2.3572 -2.8484 4.1999 0.00
C 2.1245 -1.5555 3.4223 0.00
O 0.8039 -1.1826 3.2836 0.00
O 1.5613 -3.8390 3.5649 0.00
H 2.0889 -2.6944 5.2451 0.00
H 3.4099 -3.1279 4.2426 0.00
H 2.4238 -1.6627 2.3797 0.00
H 2.7787 -0.7643 3.7886 0.00
H 0.7340 -0.2251 3.2867 0.00
H 1.7509 -4.6889 3.9690 0.00
C -1.7259 -5.4864 1.3154 0.00
C -2.8015 -4.4192 1.1558 0.00
O -2.2018 -3.1257 0.8776 0.00
O -0.5614 -5.1487 2.1645 0.00
H -1.2380 -5.7036 0.3652 0.00
H -2.1427 -6.4071 1.7236 0.00
H -3.3031 -4.3919 2.1231 0.00
H -3.5209 -4.5771 0.3523 0.00
H -2.9375 -2.5172 0.7771 0.00
H -0.3908 -5.9849 2.6041 0.00
C 3.5045 -2.2308 -4.5639 -0.01
C 4.3159 -3.2874 -3.7420 0.02
O 4.8168 -2.7281 -2.5904 0.02
O 2.5401 -1.5367 -3.7794 -0.04
H 3.0464 -2.8727 -5.3164 0.01
H 4.2357 -1.5438 -4.9899 0.00
H 5.0437 -3.7267 -4.4242 0.00
H 3.5813 -4.0278 -3.4252 0.00
H 5.7759 -2.6881 -2.6012 0.01
H 2.1687 -0.9411 -4.4343 0.01
C -3.6052 -1.3468 -3.9649 0.00
C -4.3378 -1.8506 -2.6978 0.00
O -5.5998 -2.4357 -3.0460 0.00
H -4.1271 -0.5931 -4.5546 0.00
H -3.3986 -2.1839 -4.6317 0.00
H -2.6037 -0.9433 -3.8155 0.00
H -4.4355 -0.9224 -2.1348 0.00
H -3.6569 -2.5340 -2.1904 0.00
H -6.1305 -2.2908 -2.2592 0.00
C -4.1329 2.1887 -3.2528 0.00
C -3.1714 3.3932 -3.2220 0.00
O -3.0149 3.9271 -1.9324 0.00
H -3.7291 1.4285 -2.5841 0.00
H -4.2734 1.7213 -4.2275 0.00
H -5.1270 2.5079 -2.9398 0.00
H -3.6424 4.0872 -3.9182 0.00
H -2.2682 2.9291 -3.6182 0.00
H -3.7999 4.4093 -1.6625 0.00
```

***

Density functional theory data (wB97M-V/def2-TZVPD) for a cluster of 3 separate species, C3H11NO2 in total.

Values from the calculation:
Energy above the lowest of the compared OMol25 structures with the same formula, charge and spin ... 202.48 kJ/mol
Frontier orbital gap ... 8.858 eV
Calculated total energy ... -8872.3909 eV
Max |F| ... 5.49 eV/A
SMILES ... C=C(C)N.O.O
Net charge ... 0

XYZ file:
```
17
Properties=species:S:1:pos:R:3:lowdin_charge:R:1
C 0.8992 1.2526 0.8792 -0.02
C -0.4076 0.7123 0.9391 -0.56
C -0.6356 -0.1766 2.0676 -0.11
N -1.3674 0.8307 -0.0486 0.07
H 1.1172 2.2985 0.2600 0.10
H 1.7883 0.9173 1.4870 0.06
H -1.8122 -0.2424 2.2224 0.12
H -0.0753 -1.0982 2.4341 0.10
H -0.2550 0.4820 2.8697 0.07
H -2.3194 1.1318 0.2817 0.11
H -1.0855 1.4489 -0.8337 0.09
O 0.3907 0.3388 -2.2329 -0.07
H 0.9802 0.2477 -2.9569 0.02
H 0.8169 -0.2160 -1.5244 0.03
O 0.9264 -2.4520 -0.9383 -0.06
H 0.5864 -1.6974 -0.4729 -0.01
H 0.1583 -2.9112 -1.3729 0.08
```

***

Density functional theory data (wB97M-V/def2-TZVPD) for a cluster of 2 separate species, C6H16 in total.

Values from the calculation:
Energy above the lowest of the compared OMol25 structures with the same formula, charge and spin ... 64.38 kJ/mol
Frontier orbital gap ... 12.303 eV
Calculated total energy ... -6480.9905 eV
Max |F| ... 2.14 eV/A
SMILES ... CCC.CCC
Net charge ... 0

XYZ file:
```
22
Properties=species:S:1:pos:R:3:lowdin_charge:R:1
C -1.6113 0.9294 -1.6363 -0.13
C -2.1927 1.1517 -0.2415 -0.31
C -2.5950 -0.1908 0.4207 -0.12
H -1.0468 0.0106 -1.7941 0.06
H -2.3984 1.0057 -2.3821 0.07
H -0.8228 1.6730 -1.8081 0.07
H -1.5230 1.7071 0.4237 0.09
H -3.0654 1.8114 -0.3064 0.09
H -3.6303 -0.4480 0.2127 0.07
H -1.8267 -0.9279 0.1727 0.05
H -2.4728 -0.1266 1.5080 0.06
C 2.9257 0.3909 0.3447 -0.11
C 1.8773 -0.5093 1.0577 -0.31
C 1.5588 -1.6937 0.1490 -0.14
H 2.3982 0.9241 -0.4290 0.06
H 3.6989 -0.2746 -0.0428 0.07
H 3.4707 0.9617 1.0940 0.06
H 2.2321 -0.8963 2.0187 0.10
H 0.9697 0.0795 1.2256 0.09
H 2.3374 -2.4458 0.1770 0.07
H 0.6170 -2.0973 0.5450 0.06
H 1.2452 -1.4040 -0.8557 0.07
```

***

Density functional theory data (wB97M-V/def2-TZVPD) for the ion C6H11O with charge -1.

Values from the calculation:
Energy above the lowest of the compared OMol25 structures with the same formula, charge and spin ... 74.11 kJ/mol
Frontier orbital gap ... 5.783 eV
Calculated total energy ... -8446.1028 eV
Max |F| ... 2.26 eV/A
SMILES ... C=CCCCC[O-]
Net charge ... -1

XYZ file:
```
18
Properties=species:S:1:pos:R:3:lowdin_charge:R:1
C -3.0148 1.0635 0.3207 -0.02
C -2.0098 1.2799 1.1843 -0.20
C -0.7454 0.4785 1.2733 -0.26
C -0.0135 0.1157 0.0110 -0.25
C 1.3886 -0.4842 0.1983 -0.20
C 1.7606 -1.4491 -1.0504 -0.58
O 2.5362 -0.8406 -1.9341 -0.36
H -2.9047 0.3471 -0.4816 0.05
H -3.9296 1.6368 0.4014 0.03
H -2.1920 2.0748 1.8992 0.08
H -1.1031 -0.4143 1.8412 0.12
H -0.1310 0.9592 2.0441 0.10
H -0.0291 1.0674 -0.5492 0.11
H -0.6038 -0.4707 -0.6994 0.09
H 1.5177 -0.9909 1.1607 0.08
H 2.1176 0.3211 0.0856 0.09
H 2.1808 -2.3524 -0.4778 0.06
H 0.7952 -1.8862 -1.4267 0.06
```

***

Density functional theory data (wB97M-V/def2-TZVPD) for a cluster of 2 separate species, CH6NS in total.

Values from the calculation:
Energy above the lowest of the compared OMol25 structures with the same formula, charge and spin ... 11.07 kJ/mol
Frontier orbital gap ... 6.748 eV
Calculated total energy ... -13460.3927 eV
Max |F| ... 0.74 eV/A
Net charge ... -1

XYZ file:
```
9
Properties=species:S:1:pos:R:3:lowdin_charge:R:1
C 0.0294 -1.4793 -1.2393 -0.72
S 1.0132 -0.0230 -0.7125 0.06
H -0.9642 -1.1644 -1.5525 -0.03
H 0.4936 -2.0353 -2.0588 -0.03
H -0.0638 -2.1634 -0.3936 -0.03
N -0.3928 1.7430 1.5770 -0.06
H -0.2517 0.9886 0.8779 -0.15
H -0.0639 2.5875 1.1296 -0.03
H 0.2001 1.5464 2.3723 -0.03
```

***

Question: Look up the max |F| of the first one.
Answer: 4.08 eV/A